{"formula": "C54H95N3O13S", "method": "ωB97M-V/def2-TZVPD", "elements": ["C", "C", "C", "C", "O", "C", "C", "C", "C", "C", "O", "C", "C", "C", "O", "C", "C", "C", "C", "C", "S", "C", "C", "C", "N", "C", "C", "N", "C", "C", "N", "H", "H", "H", "H", "H", "H", "H", "H", "H", "H", "H", "H", "H", "H", "H", "H", "H", "H", "H", "H", "H", "H", "H", "H", "H", "H", "H", "H", "H", "H", "H", "H", "H", "H", "H", "C", "C", "O", "C", "H", "H", "H", "H", "H", "H", "C", "C", "O", "C", "H", "H", "H", "H", "H", "H", "C", "C", "O", "C", "H", "H", "H", "H", "H", "H", "C", "C", "O", "C", "H", "H", "H", "H", "H", "H", "C", "C", "O", "C", "H", "H", "H", "H", "H", "H", "C", "C", "O", "C", "H", "H", "H", "H", "H", "H", "C", "C", "O", "C", "H", "H", "H", "H", "H", "H", "C", "C", "O", "C", "H", "H", "H", "H", "H", "H", "C", "C", "O", "C", "H", "H", "H", "H", "H", "H", "C", "C", "O", "C", "H", "H", "H", "H", "H", "H"], "xyz": [[8.41708, 1.13362, 1.11848], [8.68171, 2.71580, 1.16544], [7.39405, 3.62564, 0.85309], [6.27359, 2.90334, -0.05900], [5.23281, 2.43181, 0.85080], [3.95095, 2.46555, 0.24098], [3.20365, 3.79171, -0.08652], [3.79782, 5.25570, 0.28110], [2.63578, 5.96036, 1.19042], [3.21154, 6.69886, 2.48972], [4.09635, 5.89526, 3.29779], [3.37018, 5.02882, 4.20458], [1.80284, 3.73228, -0.76597], [1.07320, 2.41117, -1.14353], [-0.23685, 2.35367, -1.73935], [-1.18163, 1.95993, -0.69248], [-2.04095, 3.22126, -0.13140], [-1.65262, 3.46995, 1.42620], [1.82524, 1.08674, -0.81025], [3.24047, 1.13777, -0.12529], [3.96345, -0.54702, 0.24261], [2.44259, -1.44876, 0.85614], [2.45635, -2.41219, 2.07831], [3.80400, -2.71685, 2.89719], [4.97560, -3.02420, 2.01864], [1.07164, -3.04460, 2.48072], [-0.22942, -2.68793, 1.68645], [-1.57668, -3.22638, 2.05481], [-0.22251, -1.73276, 0.43559], [1.13762, -1.11394, 0.04006], [1.18924, -0.20201, -1.11607], [8.45558, 0.78495, 0.01910], [9.16701, 0.54062, 1.75690], [7.35536, 0.85704, 1.48042], [9.51722, 3.00013, 0.43592], [9.01489, 2.96187, 2.24350], [6.88627, 3.86981, 1.84811], [7.72750, 4.63610, 0.40666], [6.68865, 2.09812, -0.75215], [5.85814, 3.73422, -0.75076], [4.00099, 5.89117, -0.64213], [4.72731, 5.10752, 0.94981], [1.97545, 6.63122, 0.52877], [1.93082, 5.12418, 1.56898], [2.32128, 6.99387, 3.16990], [3.69377, 7.68887, 2.16423], [3.13881, 5.59702, 5.17430], [2.36402, 4.69718, 3.76609], [3.99272, 4.07830, 4.37882], [1.24344, 4.71234, -0.97669], [-1.88824, 1.13085, -1.07991], [-0.66041, 1.50977, 0.23192], [-1.89042, 4.15643, -0.77705], [-3.14163, 2.86435, -0.15414], [-2.51906, 3.98408, 1.98872], [-0.67876, 4.05523, 1.52440], [-1.50757, 2.45983, 1.96578], [4.02068, -1.75152, 3.49748], [3.69816, -3.55317, 3.66232], [5.52717, -2.16701, 1.81942], [5.63425, -3.60879, 2.57213], [0.96236, -3.77659, 3.36301], [-2.22886, -2.48595, 1.71438], [-1.62429, -3.11239, 3.09046], [-1.16748, -1.45930, -0.14328], [0.27976, -0.10308, -1.58340], [4.89312, 2.12242, -3.92082], [6.08509, 1.20563, -3.88237], [6.98339, 1.36708, -3.07420], [6.12581, 0.08020, -4.88113], [4.99800, 2.88544, -3.14552], [4.83640, 2.61638, -4.89304], [3.98007, 1.55332, -3.73024], [6.12224, 0.48413, -5.89552], [5.26764, -0.57890, -4.73322], [7.04108, -0.49877, -4.73714], [-4.55777, -3.78370, -2.09511], [-4.23780, -3.71418, -0.62618], [-4.04392, -2.64566, -0.06918], [-4.16574, -5.01384, 0.12890], [-4.57624, -2.77318, -2.50955], [-3.79067, -4.36068, -2.61462], [-5.53992, -4.23997, -2.24076], [-3.38160, -5.64567, -0.29340], [-5.13003, -5.52486, 0.08170], [-3.92673, -4.81192, 1.17525], [5.69465, 4.78391, -7.83825], [5.70997, 3.28145, -7.74879], [5.09368, 2.69327, -6.87815], [6.51648, 2.53378, -8.77673], [5.07455, 5.18805, -7.03526], [6.70894, 5.17318, -7.72701], [5.27304, 5.09486, -8.79649], [7.56720, 2.82317, -8.70720], [6.13137, 2.74483, -9.77658], [6.43582, 1.46072, -8.58983], [-0.42150, -3.22902, -5.51531], [-1.00837, -3.12065, -4.13336], [-1.76498, -3.96657, -3.69526], [-0.62731, -1.92494, -3.30548], [-0.78569, -4.14129, -5.99266], [-0.72901, -2.37169, -6.11801], [0.66777, -3.27693, -5.45370], [-0.94455, -1.00839, -3.80880], [0.45279, -1.91384, -3.14278], [-1.12681, -1.98282, -2.33570], [-4.83169, -7.02772, -4.29137], [-6.30258, -7.28913, -4.10822], [-6.77888, -7.47840, -3.00387], [-7.16226, -7.30753, -5.34396], [-4.33754, -7.04352, -3.31759], [-4.39138, -7.80494, -4.91978], [-4.68279, -6.04473, -4.74374], [-6.82500, -8.09759, -6.01906], [-7.11671, -6.33707, -5.84307], [-8.19834, -7.50710, -5.06100], [-8.27939, -11.25000, -8.71345], [-7.83736, -10.95538, -7.30456], [-6.65867, -10.84598, -7.02152], [-8.90993, -10.80118, -6.25927], [-7.40178, -11.33507, -9.35775], [-8.82707, -12.19446, -8.74142], [-8.90797, -10.43712, -9.08349], [-9.48563, -11.72560, -6.17780], [-9.56600, -9.96800, -6.52068], [-8.44563, -10.59170, -5.29304], [-3.47025, 5.79189, 5.46442], [-2.88073, 4.41817, 5.28216], [-1.71533, 4.26744, 4.96265], [-3.78814, 3.23932, 5.50990], [-2.70303, 6.54400, 5.26775], [-4.29338, 5.93935, 4.76190], [-3.82311, 5.91171, 6.49093], [-4.62482, 3.27338, 4.81006], [-4.15517, 3.24543, 6.53790], [-3.22933, 2.31548, 5.34308], [-6.96021, 0.86626, 3.88427], [-6.66233, 0.93226, 5.35885], [-6.49322, 1.99930, 5.92267], [-6.58181, -0.37047, 6.10749], [-6.98837, 1.87857, 3.47483], [-6.17733, 0.30292, 3.37167], [-7.93233, 0.39595, 3.72224], [-5.78208, -0.98842, 5.69326], [-7.53573, -0.89502, 6.04434], [-6.36130, -0.17061, 7.15855], [8.28147, 8.94266, 5.28891], [7.88201, 7.53672, 4.92440], [8.65134, 6.60454, 5.06705], [6.49473, 7.32976, 4.37693], [9.30532, 8.94112, 5.66918], [8.23733, 9.58265, 4.40497], [7.61933, 9.32712, 6.06774], [6.37143, 7.89796, 3.45239], [5.75330, 7.64242, 5.11544], [6.34564, 6.27147, 4.15882], [-9.10270, -5.18380, 6.72188], [-8.05970, -4.11054, 6.88484], [-8.23320, -2.98829, 6.44641], [-6.79337, -4.47892, 7.61111], [-9.95933, -4.77674, 6.18061], [-8.69131, -6.01810, 6.14966], [-9.43913, -5.52708, 7.70253], [-6.27947, -5.28189, 7.07842], [-7.02726, -4.79092, 8.63118], [-6.13424, -3.60905, 7.65351]], "atomic_forces_ev_per_a": [[-0.530, -0.055, -0.580], [-0.037, -0.059, 0.672], [-0.077, -0.495, 0.212], [1.084, 2.024, -0.537], [-1.838, 0.245, -1.858], [-3.146, -0.171, -1.506], [-1.013, -2.223, -1.133], [-1.215, -1.177, 1.058], [0.020, -0.858, 0.322], [-1.396, 0.883, -0.181], [-1.080, -0.078, -0.583], [-0.518, -0.439, 0.090], [0.839, -2.675, 0.374], [3.810, 0.031, 1.633], [1.879, -0.433, 2.207], [-1.208, 0.101, 1.117], [-0.055, -1.136, 0.766], [-0.495, -0.288, -0.157], [1.103, 3.045, 0.508], [-2.122, 1.704, -0.664], [-1.809, 0.760, 0.262], [-2.597, -0.620, 0.438], [-3.292, 0.505, -1.812], [-0.389, 1.382, 0.159], [0.550, 0.100, 0.920], [-0.181, 2.073, -2.724], [2.041, 1.289, -1.316], [1.929, 2.276, 0.596], [4.000, -0.666, 2.241], [-0.835, -2.284, 2.382], [1.122, 0.500, 2.381], [0.109, 0.342, 1.765], [-1.021, 0.993, -1.100], [1.632, 0.592, -0.388], [-1.067, -0.533, 1.129], [-0.296, -0.189, -1.799], [0.559, -0.316, -1.378], [-0.561, -1.670, 0.509], [-0.689, 0.826, 1.173], [0.353, -1.449, 1.078], [-0.077, -1.019, 1.202], [-1.398, 0.307, -1.271], [1.102, -0.679, 1.215], [1.171, 1.287, -0.650], [1.174, -0.305, -1.178], [-0.149, -1.591, 0.682], [0.467, -0.901, -1.199], [1.398, 0.430, 0.501], [-0.846, 1.629, -0.117], [1.014, -1.653, 0.336], [1.107, 1.433, 0.184], [-0.436, 0.610, -1.647], [-0.268, -1.477, 0.916], [1.666, 0.917, -0.105], [1.535, -0.519, -0.936], [-1.381, -0.697, -0.065], [-0.189, 1.522, -0.919], [-0.504, -1.399, -0.750], [-0.333, 1.036, -1.215], [-0.791, -0.665, 0.133], [-0.736, 0.442, -0.623], [0.364, 1.336, -1.580], [0.318, -1.083, 0.081], [-0.021, -0.486, -0.917], [1.393, -0.539, 1.079], [0.617, 0.128, 0.474], [0.142, 0.279, 0.340], [0.301, 0.218, 0.504], [-0.271, -0.112, -0.378], [0.431, -0.212, 0.076], [-0.017, -0.162, 0.009], [-0.191, -0.259, 0.201], [-0.038, 0.032, -0.155], [-0.266, -0.032, 0.039], [-0.066, 0.107, -0.169], [-0.117, 0.076, 0.040], [-0.050, 0.322, -0.027], [0.108, 0.531, 0.239], [-0.012, -0.389, -0.230], [0.037, 0.184, 0.402], [0.031, -0.117, 0.066], [-0.138, -0.066, 0.027], [0.091, -0.167, -0.010], [-0.161, -0.080, -0.068], [0.106, -0.128, -0.189], [0.031, -0.005, -0.166], [-0.246, 0.055, 0.334], [-0.325, -0.293, 0.446], [0.332, 0.312, -0.792], [-0.083, -0.374, 0.160], [0.080, -0.077, -0.102], [-0.031, 0.029, -0.214], [0.211, 0.044, -0.033], [-0.056, 0.101, -0.183], [0.184, 0.112, -0.003], [-0.002, 0.147, -0.016], [-0.178, -0.353, -0.098], [-0.432, -0.411, 0.322], [0.314, 0.246, -0.279], [-0.164, -0.044, 0.243], [0.036, 0.113, 0.090], [0.214, 0.056, 0.040], [-0.029, 0.207, -0.071], [0.225, 0.038, -0.065], [-0.008, 0.166, -0.119], [0.042, -0.087, -0.152], [0.083, -0.026, 0.360], [-0.244, -0.140, 0.702], [0.200, 0.117, -0.520], [-0.354, -0.095, 0.117], [-0.082, 0.009, -0.123], [-0.008, 0.165, -0.143], [0.083, -0.120, -0.160], [0.092, 0.147, -0.101], [0.118, -0.111, -0.135], [0.140, 0.037, 0.007], [0.363, -0.025, -0.176], [0.730, 0.053, 0.186], [-0.572, 0.011, -0.141], [0.248, 0.082, 0.319], [-0.103, 0.016, 0.112], [-0.167, 0.144, -0.032], [-0.155, -0.156, 0.029], [-0.150, 0.131, -0.100], [-0.144, -0.168, -0.039], [-0.045, -0.028, -0.135], [0.330, 0.242, -0.090], [0.719, -0.283, -0.180], [-0.487, 0.156, 0.119], [0.398, -0.118, -0.127], [-0.077, -0.121, 0.019], [-0.122, -0.026, 0.197], [-0.204, -0.021, -0.112], [-0.132, 0.061, 0.277], [-0.265, 0.036, -0.163], [-0.024, 0.137, 0.018], [0.008, 0.409, -0.076], [0.174, 0.517, 0.490], [-0.198, -0.476, -0.308], [0.026, 0.353, 0.247], [0.001, -0.119, 0.071], [-0.168, -0.156, -0.014], [0.141, -0.167, -0.068], [-0.197, -0.141, -0.096], [0.222, -0.142, -0.123], [-0.025, 0.012, -0.139], [0.413, -0.054, 0.145], [0.385, -0.593, 0.044], [-0.340, 0.484, -0.050], [0.249, -0.430, 0.042], [-0.134, -0.020, -0.053], [-0.177, 0.075, 0.108], [-0.073, 0.118, -0.171], [-0.153, 0.095, 0.116], [-0.050, 0.144, -0.161], [0.018, 0.215, 0.021], [-0.267, 0.220, -0.203], [-0.132, 0.644, -0.267], [0.013, -0.679, 0.239], [0.182, 0.364, -0.030], [0.132, -0.032, 0.073], [-0.008, -0.090, 0.201], [0.121, -0.174, -0.063], [-0.076, -0.112, 0.174], [0.054, -0.192, -0.089], [-0.106, -0.103, -0.013]], "lowdin_charge": [-0.13, -0.25, -0.16, -0.19, -0.14, -0.17, -0.10, -0.13, -0.17, -0.23, -0.27, -0.10, 0.05, -0.15, -0.13, -0.21, -0.19, -0.12, -0.12, -0.29, 0.89, -0.34, -0.14, -0.25, -0.05, 0.00, -0.22, 0.03, 0.02, -0.18, 0.03, 0.08, 0.07, 0.08, 0.10, 0.11, 0.11, 0.11, 0.11, 0.12, 0.12, 0.11, 0.12, 0.10, 0.13, 0.13, 0.10, 0.09, 0.11, 0.11, 0.13, 0.11, 0.11, 0.11, 0.07, 0.07, 0.08, 0.12, 0.12, 0.03, 0.07, 0.10, 0.06, 0.08, 0.08, 0.08, -0.01, -0.48, 0.04, -0.02, 0.07, 0.05, 0.09, 0.06, 0.09, 0.08, -0.03, -0.49, 0.03, -0.02, 0.08, 0.05, 0.09, 0.09, 0.09, 0.07, -0.02, -0.48, 0.04, -0.02, 0.09, 0.09, 0.09, 0.09, 0.09, 0.08, -0.02, -0.48, 0.05, -0.02, 0.08, 0.09, 0.09, 0.09, 0.09, 0.06, -0.02, -0.50, 0.05, -0.02, 0.08, 0.09, 0.08, 0.07, 0.09, 0.08, -0.03, -0.51, 0.05, -0.03, 0.08, 0.09, 0.09, 0.09, 0.09, 0.08, -0.03, -0.51, 0.04, -0.03, 0.08, 0.09, 0.09, 0.07, 0.09, 0.09, -0.02, -0.49, 0.04, -0.03, 0.08, 0.09, 0.09, 0.09, 0.06, 0.09, -0.03, -0.50, 0.06, -0.03, 0.08, 0.08, 0.08, 0.09, 0.09, 0.07, -0.02, -0.49, 0.05, -0.02, 0.08, 0.09, 0.09, 0.09, 0.09, 0.08], "total_charge": 0, "molar_mass_g_mol": 1026.4, "orbital_gap_ev": 7.599, "smiles": "CCCCOc1c(CCCOC)cc(OCCC)c2c1Sc1c(CN)cc(N)cc1N2.CC(C)=O.CC(C)=O.CC(C)=O.CC(C)=O.CC(C)=O.CC(C)=O.CC(C)=O.CC(C)=O.CC(C)=O.CC(C)=O", "max_force_ev_per_a": 4.63, "lumo_ha": 0.01548}